Entry 1:
A 3-piece molecular cluster, C32H56N4O2S overall in a non-equilibrium geometry, computed with ωB97M-V/def2-TZVPD.

Geometry (Å):
C (0.172, -4.875, 2.582)
C (-1.053, -3.844, 2.847)
C (-0.585, -2.363, 3.261)
C (-0.259, -1.374, 2.028)
C (-0.368, -2.038, 0.570)
C (-0.056, -1.015, -0.644)
C (1.476, -0.531, -0.718)
C (1.647, 1.054, -1.054)
C (2.711, 1.761, -0.062)
C (2.235, 2.490, 1.250)
C (3.248, 3.193, 2.178)
C (4.777, 3.203, 1.831)
N (5.775, 3.867, 2.633)
S (7.198, 3.531, 1.715)
N (6.673, 2.588, 0.382)
C (5.235, 2.451, 0.522)
C (4.224, 1.714, -0.445)
H (0.892, -4.536, 1.764)
H (-0.312, -5.854, 2.196)
H (0.682, -5.060, 3.599)
H (-1.612, -4.274, 3.769)
H (-1.842, -3.864, 2.000)
H (0.320, -2.424, 3.962)
H (-1.480, -1.889, 3.826)
H (0.820, -0.997, 2.179)
H (-0.923, -0.425, 2.067)
H (0.363, -2.910, 0.456)
H (-1.457, -2.403, 0.442)
H (-0.285, -1.597, -1.620)
H (-0.783, -0.129, -0.635)
H (1.961, -1.087, -1.613)
H (2.096, -0.807, 0.201)
H (0.599, 1.543, -0.976)
H (1.980, 1.193, -2.153)
H (1.121, 2.518, 1.518)
H (2.890, 3.744, 3.115)
H (4.634, 1.195, -1.373)
C (-6.832, -7.741, 1.285)
C (-6.284, -6.334, 1.635)
C (-7.049, -5.263, 0.825)
C (-6.654, -5.220, -0.646)
C (-5.144, -5.091, -0.803)
C (-4.354, -6.162, -0.021)
N (-4.807, -6.293, 1.398)
O (-4.309, -5.228, 2.089)
C (-4.473, -7.528, -0.740)
C (-2.841, -5.830, -0.134)
C (-6.648, -6.161, 3.134)
H (-7.074, -7.863, 0.230)
H (-6.125, -8.525, 1.573)
H (-7.765, -7.950, 1.818)
H (-6.869, -4.272, 1.260)
H (-8.128, -5.436, 0.902)
H (-7.018, -6.110, -1.169)
H (-7.144, -4.366, -1.127)
H (-4.890, -5.139, -1.868)
H (-4.846, -4.090, -0.466)
H (-4.024, -8.327, -0.143)
H (-3.949, -7.510, -1.701)
H (-5.496, -7.812, -0.978)
H (-2.601, -4.830, 0.234)
H (-2.514, -5.858, -1.178)
H (-2.237, -6.555, 0.420)
H (-6.127, -6.899, 3.753)
H (-7.722, -6.298, 3.291)
H (-6.412, -5.164, 3.514)
C (3.963, 5.448, -3.615)
C (3.018, 6.555, -3.084)
C (3.606, 7.945, -3.417)
C (4.794, 8.326, -2.541)
C (4.451, 8.185, -1.063)
C (3.880, 6.798, -0.698)
N (2.786, 6.362, -1.619)
O (1.664, 7.062, -1.283)
C (5.017, 5.748, -0.698)
C (3.428, 6.833, 0.787)
C (1.723, 6.363, -3.918)
H (5.020, 5.685, -3.493)
H (3.763, 4.488, -3.129)
H (3.828, 5.289, -4.690)
H (2.831, 8.713, -3.300)
H (3.910, 7.980, -4.469)
H (5.668, 7.714, -2.790)
H (5.081, 9.362, -2.751)
H (5.346, 8.391, -0.467)
H (3.726, 8.966, -0.801)
H (4.620, 4.739, -0.562)
H (5.720, 5.932, 0.121)
H (5.625, 5.758, -1.601)
H (2.691, 7.616, 0.985)
H (4.277, 7.039, 1.447)
H (3.000, 5.873, 1.091)
H (1.265, 5.390, -3.715)
H (1.942, 6.408, -4.990)
H (0.979, 7.141, -3.729)

The multiplicity is 3. The HOMO energy comes out at -8.5621 eV. As for the expectation value of S²: 2.01. The total energy comes out at -54973.02968 eV.



Entry 2:
C32H56N4O3PReSSi as an isolated structure, computed with ωB97M-V/def2-TZVPD.

Geometry (Å):
Re (0.105, -0.582, 0.713)
N (3.288, 0.496, 3.103)
C (2.446, 1.459, 3.637)
C (1.240, 1.296, 3.042)
N (1.342, 0.232, 2.155)
C (2.599, -0.216, 2.217)
C (2.924, -1.310, 1.318)
N (1.920, -1.753, 0.558)
C (2.465, -2.714, -0.277)
C (3.782, -2.853, 0.020)
N (4.052, -1.958, 1.033)
H (4.261, 0.381, 3.351)
H (2.785, 2.156, 4.382)
H (0.323, 1.839, 3.184)
H (1.884, -3.230, -1.017)
H (4.542, -3.494, -0.388)
H (4.959, -1.823, 1.456)
C (-3.996, -0.739, 1.219)
C (-3.015, -1.243, 2.280)
C (-2.429, -0.060, 3.062)
C (-3.749, -2.168, 3.268)
P (-1.582, -2.174, 1.569)
C (-0.809, -3.081, 2.930)
C (-1.284, -4.357, 3.255)
C (-0.761, -5.048, 4.334)
C (0.232, -4.477, 5.118)
C (0.690, -3.200, 4.827)
C (0.169, -2.509, 3.743)
C (-1.962, -3.337, 0.159)
C (-3.319, -4.047, 0.301)
C (-0.849, -4.388, 0.069)
C (-1.978, -2.536, -1.148)
H (-4.753, -0.147, 1.736)
H (-4.517, -1.548, 0.716)
H (-3.545, -0.090, 0.469)
H (-3.246, 0.425, 3.598)
H (-1.997, 0.695, 2.400)
H (-1.693, -0.371, 3.806)
H (-4.582, -1.593, 3.675)
H (-3.122, -2.472, 4.105)
H (-4.167, -3.052, 2.792)
H (-2.075, -4.820, 2.686)
H (-1.139, -6.034, 4.569)
H (0.632, -5.019, 5.963)
H (1.436, -2.737, 5.459)
H (0.507, -1.497, 3.572)
H (-3.408, -4.654, 1.198)
H (-3.413, -4.725, -0.550)
H (-4.161, -3.363, 0.261)
H (-0.927, -5.163, 0.825)
H (0.144, -3.954, 0.165)
H (-0.921, -4.864, -0.910)
H (-2.697, -1.717, -1.151)
H (-2.235, -3.223, -1.957)
H (-0.993, -2.123, -1.401)
C (2.342, 4.590, 0.482)
C (2.418, 3.429, -0.484)
C (3.215, 2.267, 0.087)
C (2.938, 3.855, -1.845)
O (1.030, 2.950, -0.633)
Si (0.305, 2.135, -1.792)
S (-1.135, 0.843, -0.301)
O (-0.810, 2.785, -2.684)
C (-1.656, 4.018, -2.746)
C (-2.987, 3.536, -3.277)
C (-0.956, 4.950, -3.711)
C (-1.758, 4.602, -1.355)
O (1.178, 0.980, -2.461)
C (1.308, 0.481, -3.855)
C (1.579, 1.653, -4.777)
C (0.012, -0.224, -4.200)
C (2.483, -0.472, -3.807)
H (3.343, 4.956, 0.704)
H (1.869, 4.282, 1.415)
H (1.768, 5.412, 0.058)
H (4.257, 2.552, 0.228)
H (3.183, 1.409, -0.589)
H (2.803, 1.989, 1.062)
H (3.939, 4.275, -1.752)
H (2.297, 4.625, -2.274)
H (2.998, 3.008, -2.531)
H (-2.859, 3.038, -4.236)
H (-3.654, 4.385, -3.422)
H (-3.464, 2.848, -2.579)
H (-0.873, 4.502, -4.699)
H (0.041, 5.209, -3.349)
H (-1.524, 5.875, -3.804)
H (-2.193, 3.887, -0.654)
H (-2.409, 5.475, -1.379)
H (-0.786, 4.922, -0.980)
H (0.735, 2.339, -4.814)
H (1.752, 1.284, -5.787)
H (2.474, 2.195, -4.469)
H (-0.833, 0.466, -4.156)
H (-0.160, -1.055, -3.516)
H (0.055, -0.629, -5.211)
H (3.393, 0.044, -3.502)
H (2.652, -0.901, -4.794)
H (2.288, -1.289, -3.109)

The multiplicity is 4. The HOMO energy (spin up / spin down) comes out at -16.8979 / -17.0834 eV. As for the expectation value of S²: 3.78. The total charge is +3. The total energy comes out at -76308.59941 eV.



Entry 3:
C32H57BClCsF7IKN6O10S as an isolated structure in a non-equilibrium geometry, computed with ωB97M-V/def2-TZVPD.

Geometry (Å):
C (4.613, -3.090, -0.898)
C (3.989, -2.003, -1.840)
C (2.445, -2.222, -2.030)
O (1.795, -1.210, -1.250)
C (0.445, -1.511, -0.986)
C (-0.152, -0.612, 0.131)
O (-1.537, -1.022, 0.271)
C (-2.130, -0.683, 1.507)
N (-3.516, -1.148, 1.427)
N (-2.172, 0.757, 1.795)
C (-2.986, 1.183, 2.930)
C (-2.386, 1.586, 0.668)
C (-3.161, 1.262, -0.666)
O (-1.939, 2.728, 0.749)
C (-1.325, -1.536, 2.563)
N (-1.579, -2.939, 2.620)
C (-2.048, -3.440, 3.919)
C (-2.112, -3.711, 1.534)
C (-1.400, -4.233, 0.271)
O (-3.283, -4.017, 1.605)
N (0.145, -1.103, 2.712)
C (1.063, -2.203, 3.113)
C (1.447, -3.325, 2.134)
O (2.008, -3.271, 1.101)
I (0.987, -5.380, 2.792)
O (0.084, -0.035, 3.634)
C (0.328, -0.357, 4.996)
C (0.381, 0.877, 5.960)
C (-0.836, 1.828, 5.795)
C (1.715, 1.686, 5.961)
C (1.630, 3.095, 5.261)
C (2.980, 0.968, 5.409)
C (0.707, -0.440, 1.420)
C (1.093, 1.082, 1.590)
N (1.784, 1.508, 0.350)
C (1.088, 2.574, -0.354)
H (4.067, -4.036, -1.048)
H (5.682, -3.221, -1.159)
H (4.527, -2.742, 0.149)
H (4.475, -1.930, -2.826)
H (4.114, -1.026, -1.337)
H (2.131, -3.252, -1.779)
H (2.241, -2.024, -3.101)
H (0.347, -2.596, -0.804)
H (-0.150, -1.293, -1.905)
H (-0.212, 0.390, -0.350)
H (-4.132, -0.412, 1.100)
H (-3.539, -1.826, 0.663)
H (-2.706, 0.746, 3.900)
H (-2.889, 2.279, 3.051)
H (-4.082, 1.006, 2.808)
H (-4.246, 1.083, -0.404)
H (-3.120, 2.159, -1.366)
H (-2.691, 0.427, -1.212)
H (-1.789, -1.184, 3.512)
H (-1.439, -3.034, 4.751)
H (-3.113, -3.215, 4.117)
H (-1.951, -4.540, 3.936)
H (-1.679, -5.303, 0.194)
H (-0.304, -4.197, 0.287)
H (-1.847, -3.755, -0.620)
H (0.706, -2.700, 4.034)
H (2.012, -1.710, 3.419)
H (-0.550, -0.936, 5.388)
H (1.215, -0.948, 5.275)
H (0.283, 0.420, 6.969)
H (-0.761, 2.700, 6.470)
H (-0.872, 2.239, 4.773)
H (-1.758, 1.260, 6.023)
H (1.938, 1.937, 7.022)
H (2.640, 3.486, 5.078)
H (1.021, 3.092, 4.348)
H (1.164, 3.800, 5.985)
H (2.824, 0.340, 4.512)
H (3.766, 1.697, 5.143)
H (3.430, 0.309, 6.186)
H (1.716, -0.839, 1.178)
H (0.230, 1.748, 1.716)
H (1.880, 1.235, 2.356)
H (1.988, 0.709, -0.245)
H (0.181, 2.203, -0.940)
H (0.712, 3.365, 0.297)
H (1.721, 3.082, -1.097)
C (-0.626, 6.182, -3.427)
F (-1.351, 6.810, -4.362)
F (0.304, 7.028, -3.026)
F (-1.469, 5.984, -2.354)
S (0.077, 4.590, -4.037)
O (0.916, 4.912, -5.151)
O (-1.115, 3.810, -4.413)
O (0.784, 4.033, -2.921)
K (-2.696, 3.332, -3.502)
B (0.178, -2.696, -4.996)
F (0.162, -3.594, -3.885)
F (1.504, -2.533, -5.442)
F (-0.611, -3.225, -6.036)
F (-0.347, -1.452, -4.582)
Cl (2.158, 3.851, 1.696)
Cs (-4.485, 4.252, -0.908)
C (-0.477, 9.909, -4.903)
C (-0.495, 11.369, -5.417)
O (-1.480, 12.043, -4.802)
H (-1.420, 9.398, -5.116)
H (0.326, 9.342, -5.400)
H (-0.293, 9.861, -3.826)
H (-0.550, 11.285, -6.532)
H (0.549, 11.742, -5.273)
N (-1.030, -7.332, -4.362)
C (-1.074, -8.446, -5.097)
C (-0.277, -8.671, -6.207)
C (0.620, -7.681, -6.581)
C (0.684, -6.517, -5.837)
C (-0.156, -6.390, -4.740)
H (-1.793, -9.191, -4.768)
H (-0.355, -9.596, -6.763)
H (1.261, -7.818, -7.445)
H (1.369, -5.721, -6.097)
H (-0.137, -5.498, -4.128)

The multiplicity is 1. The HOMO energy comes out at -2.4858 eV. The total charge is -1. The total energy comes out at -131548.99932 eV.



Entry 4:
C32H57CrN4OP2S as an isolated structure in a non-equilibrium geometry, computed with ωB97M-V/def2-TZVPD.

Geometry (Å):
C (-1.030, -2.504, -1.404)
C (1.225, -1.689, -1.447)
C (-0.736, -3.642, -2.143)
C (1.591, -2.857, -2.150)
C (0.632, -3.864, -2.450)
H (-1.542, -4.326, -2.434)
H (2.658, -2.985, -2.425)
H (0.926, -4.775, -2.951)
N (-0.079, -1.675, -0.926)
P (-2.838, -1.107, 0.190)
P (2.823, 0.775, -0.369)
C (-2.508, -2.085, -1.308)
H (-2.786, -1.479, -2.205)
H (-3.170, -2.971, -1.353)
C (-0.238, 1.414, 1.325)
O (0.212, 2.379, 1.832)
C (2.167, -0.530, -1.474)
H (3.110, -0.890, -1.980)
C (4.262, 1.533, -1.538)
C (3.631, 0.518, 1.452)
C (-3.979, 0.376, -0.160)
C (-3.597, -2.449, 1.284)
C (3.854, 3.012, -1.664)
H (4.046, 3.581, -0.741)
H (4.423, 3.485, -2.487)
H (2.780, 3.097, -1.901)
C (5.725, 1.398, -1.061)
H (5.949, 1.837, -0.076)
H (6.061, 0.351, -1.056)
H (6.378, 1.923, -1.794)
C (4.224, 0.923, -2.956)
H (4.547, 1.694, -3.698)
H (4.902, 0.047, -3.106)
H (3.207, 0.603, -3.212)
C (4.199, 1.869, 1.949)
H (3.372, 2.581, 2.091)
H (4.694, 1.728, 2.937)
H (4.918, 2.359, 1.279)
C (2.604, 0.107, 2.514)
H (1.792, 0.839, 2.585)
H (2.149, -0.875, 2.314)
H (3.094, 0.050, 3.513)
C (4.630, -0.627, 1.324)
H (5.481, -0.385, 0.673)
H (5.048, -0.908, 2.324)
H (4.123, -1.529, 0.910)
C (-3.852, -1.838, 2.668)
H (-4.299, -2.613, 3.315)
H (-2.910, -1.512, 3.130)
H (-4.544, -0.982, 2.640)
C (-2.582, -3.588, 1.408)
H (-2.340, -4.051, 0.443)
H (-1.649, -3.241, 1.872)
H (-3.007, -4.368, 2.059)
C (-4.911, -3.051, 0.728)
H (-5.162, -3.927, 1.354)
H (-5.760, -2.359, 0.786)
H (-4.815, -3.410, -0.309)
C (-3.649, 0.905, -1.573)
H (-4.061, 0.264, -2.373)
H (-4.089, 1.910, -1.696)
H (-2.563, 1.016, -1.712)
C (-3.609, 1.481, 0.866)
H (-2.510, 1.645, 0.935)
H (-4.066, 2.423, 0.519)
H (-4.000, 1.242, 1.874)
C (-5.480, 0.047, -0.053)
H (-5.790, -0.733, -0.765)
H (-5.775, -0.245, 0.968)
H (-6.044, 0.961, -0.297)
Cr (-0.630, -0.163, 0.311)
N (0.033, 0.835, -1.151)
C (0.938, 0.824, -2.026)
C (0.543, 1.565, -3.382)
C (1.587, 1.655, -4.483)
C (-0.646, 0.741, -3.987)
C (0.200, 3.008, -2.954)
H (2.451, 2.299, -4.211)
H (1.918, 0.657, -4.811)
H (1.120, 2.144, -5.364)
H (-1.609, 1.016, -3.515)
H (-0.760, 0.923, -5.076)
H (-0.432, -0.358, -3.850)
H (-0.461, 3.515, -3.699)
H (-0.318, 3.008, -1.982)
H (1.141, 3.604, -2.860)
S (-0.305, -1.318, 2.377)
C (-0.661, -0.371, 3.785)
N (-0.060, -0.515, 4.975)
C (-0.529, 0.441, 5.959)
C (-1.541, 1.262, 5.175)
N (-1.552, 0.633, 3.873)
H (0.667, -1.215, 5.141)
H (0.299, 1.048, 6.332)
H (-0.992, -0.073, 6.806)
H (-1.240, 2.306, 5.089)
H (-2.532, 1.236, 5.629)
H (-2.094, 0.993, 3.085)

The multiplicity is 5. The HOMO energy (spin up / spin down) comes out at -8.9719 / -9.0027 eV. As for the energy above the lowest of the compared OMol25 structures with the same formula, charge and spin: 3.514 eV. As for the expectation value of S²: 6.04. The total charge is +1. The total energy comes out at -99942.70159 eV.